# 1
A single C2H5NSi molecule in a non-equilibrium geometry, computed with ωB97M-V/def2-TZVPD.

Structure (ORCA input):
```
! wB97M-V def2-TZVPD RIJCOSX def2/J DEFGRID3
* xyz 0 3
C -0.082 -1.058 0.006
H 1.574 0.635 1.269
H -2.361 1.479 -0.048
H -0.136 -1.437 0.945
N -2.185 0.462 0.023
C -0.978 0.208 -0.053
H 1.752 0.756 -1.211
H -0.108 -1.750 -0.900
Si 0.882 0.577 0.003
*
```

As for the expectation value of S²: 2.01. The value obtained for the LUMO energy (spin up / spin down) is 0.46 / -2.27 eV. For the HOMO-LUMO gap (spin up / spin down), the calculation gives 5.95 / 7.86 eV. The energy above the lowest of the compared OMol25 structures with the same formula, charge and spin comes out at 0.9613 eV.

Atomic partial charges in e from the Mulliken method, atoms 1 to 8:
1. C -0.552
2. H -0.068
3. H 0.279
4. H 0.295
5. N -0.448
6. C -0.007
7. H -0.055
8. H 0.241



# 2
2 unconnected molecules or ions with the total composition C2H5O2 in a non-equilibrium geometry, computed with ωB97M-V/def2-TZVPD.

Structure (ORCA input):
```
! wB97M-V def2-TZVPD RIJCOSX def2/J DEFGRID3
* xyz -1 1
C 0.512 0.550 0.138
C -0.277 -0.389 0.676
H -0.999 -1.577 -1.470
H -1.163 -0.643 0.003
O -0.737 -1.162 -2.307
H 0.414 1.124 -0.801
H 0.089 -1.195 1.320
H 0.848 1.994 1.417
O 1.311 1.297 1.025
*
```

The value obtained for the LUMO energy is 3.64 eV. For the HOMO-LUMO gap, the calculation gives 5.71 eV. The energy above the lowest of the compared OMol25 structures with the same formula, charge and spin comes out at 4.0068 eV.

Atomic partial charges in e from the Mulliken method, atoms 1 to 8:
1. C -0.043
2. C -0.593
3. H 0.171
4. H 0.230
5. O -1.114
6. H 0.369
7. H 0.220
8. H 0.315



# 3
2 unconnected molecules or ions with the total composition C2H5O2 in a non-equilibrium geometry, computed with ωB97M-V/def2-TZVPD.

Structure (ORCA input):
```
! wB97M-V def2-TZVPD RIJCOSX def2/J DEFGRID3
* xyz -2 2
O -1.210 0.211 4.236
H 0.692 -0.895 -3.233
H 2.190 0.894 -2.175
H -1.600 1.048 3.843
O -0.580 -0.595 -1.633
H 1.395 0.906 -0.631
C 1.461 0.493 -1.648
H -0.700 0.672 4.841
C 0.597 -0.418 -2.263
*
```

As for the expectation value of S²: 0.75. The value obtained for the LUMO energy (spin up / spin down) is 6.99 / 6.97 eV. For the HOMO-LUMO gap (spin up / spin down), the calculation gives 3.26 / 6.57 eV.

Atomic partial charges in e from the Mulliken method, atoms 1 to 8:
1. O -3.010
2. H 0.331
3. H 0.299
4. H 0.820
5. O -0.825
6. H 0.251
7. C -0.911
8. H 1.214



# 4
A molecular structure, C2H5O2S in a non-equilibrium geometry, computed with ωB97M-V/def2-TZVPD.

Structure (ORCA input):
```
! wB97M-V def2-TZVPD RIJCOSX def2/J DEFGRID3
* xyz -1 1
H 0.697 -0.961 0.418
C -1.068 -0.715 -1.039
C 1.015 1.347 1.016
H -2.022 -0.978 -1.511
O 1.163 0.092 0.844
O 0.085 2.112 0.865
S -0.210 -2.212 -0.234
H -0.290 -0.327 -1.683
H -1.329 -0.098 -0.179
H 1.960 1.739 1.503
*
```

The value obtained for the LUMO energy is 4.00 eV. For the HOMO-LUMO gap, the calculation gives 7.59 eV. The energy above the lowest of the compared OMol25 structures with the same formula, charge and spin comes out at 0.9374 eV.

Atomic partial charges in e from the Mulliken method, atoms 1 to 8:
1. H 0.299
2. C -0.694
3. C 0.057
4. H 0.271
5. O -0.488
6. O -0.563
7. S -0.583
8. H 0.197



# 5
2 unconnected molecules or ions with the total composition C2H5O2S2 in a non-equilibrium geometry, computed with ωB97M-V/def2-TZVPD.

Structure (ORCA input):
```
! wB97M-V def2-TZVPD RIJCOSX def2/J DEFGRID3
* xyz -1 1
C 0.388 -1.313 -2.848
H -0.970 -0.140 3.292
O 1.254 -1.633 -2.008
S 0.399 0.571 1.237
H -1.315 -0.540 -0.367
S -0.741 1.120 2.899
H -0.611 -0.968 -2.463
H -0.380 0.734 -0.929
O 0.459 -1.283 -4.090
C -0.867 0.383 -0.024
H -1.728 0.993 0.248
*
```

The value obtained for the LUMO energy is 2.58 eV. For the HOMO-LUMO gap, the calculation gives 6.60 eV. The energy above the lowest of the compared OMol25 structures with the same formula, charge and spin comes out at 0.9820 eV.

Atomic partial charges in e from the Mulliken method, atoms 1 to 8:
1. C 0.194
2. H 0.148
3. O -0.626
4. S -0.036
5. H 0.338
6. S -0.276
7. H 0.110
8. H 0.221



# 6
2 unconnected molecules or ions with the total composition C2H5O2S2 in a non-equilibrium geometry, computed with ωB97M-V/def2-TZVPD.

Structure (ORCA input):
```
! wB97M-V def2-TZVPD RIJCOSX def2/J DEFGRID3
* xyz -1 1
S -1.564 0.969 1.814
H -0.608 -1.179 2.494
H 2.119 0.679 -0.894
O 0.417 -0.122 -1.441
O 2.323 -0.132 -2.744
H -1.584 -1.413 1.089
C -0.851 -0.716 1.514
H 0.006 -0.726 0.875
S -1.918 1.888 -0.004
C 1.681 0.140 -1.779
H -0.020 0.611 -0.924
*
```

The value obtained for the LUMO energy is 3.65 eV. For the HOMO-LUMO gap, the calculation gives 6.35 eV. The energy above the lowest of the compared OMol25 structures with the same formula, charge and spin comes out at 0.5625 eV.

Atomic partial charges in e from the Mulliken method, atoms 1 to 8:
1. S -0.171
2. H 0.288
3. H 0.262
4. O -0.371
5. O -0.469
6. H 0.261
7. C -0.794
8. H 0.231



# 7
2 unconnected molecules or ions with the total composition C2H5O2S2 in a non-equilibrium geometry, computed with ωB97M-V/def2-TZVPD.

Structure (ORCA input):
```
! wB97M-V def2-TZVPD RIJCOSX def2/J DEFGRID3
* xyz 0 2
S 0.145 0.679 1.801
H -2.230 0.320 1.305
S 0.706 -1.124 0.894
C 0.395 -0.072 -2.307
O 0.212 0.435 -3.414
H -1.809 1.893 0.761
H -0.184 -0.738 -0.143
O -0.549 -0.504 -1.586
C -1.571 1.153 1.549
H -1.890 1.533 2.512
H 1.480 -0.296 -2.148
*
```

As for the expectation value of S²: 0.76. The value obtained for the LUMO energy (spin up / spin down) is -0.96 / -3.93 eV. For the HOMO-LUMO gap (spin up / spin down), the calculation gives 8.15 / 4.78 eV. The energy above the lowest of the compared OMol25 structures with the same formula, charge and spin comes out at 1.4521 eV.

Atomic partial charges in e from the Mulliken method, atoms 1 to 8:
1. S 0.110
2. H 0.332
3. S -0.073
4. C 0.307
5. O -0.549
6. H 0.331
7. H 0.350
8. O -0.577



# 8
2 unconnected molecules or ions with the total composition C2H5O4 in a non-equilibrium geometry, computed with ωB97M-V/def2-TZVPD.

Structure (ORCA input):
```
! wB97M-V def2-TZVPD RIJCOSX def2/J DEFGRID3
* xyz 0 2
H 0.941 0.490 0.617
H 0.391 -0.726 -2.128
O -1.497 2.372 2.709
H 0.401 -2.409 -1.527
C 0.570 -1.369 -1.241
H 1.642 -1.246 -0.980
O -0.720 2.173 1.768
H -0.354 1.027 -0.572
O -0.305 -1.057 -0.146
C -0.100 0.302 0.244
O -0.970 0.443 1.256
*
```

As for the expectation value of S²: 1.26. The value obtained for the LUMO energy (spin up / spin down) is -1.05 / -1.20 eV. For the HOMO-LUMO gap (spin up / spin down), the calculation gives 9.03 / 9.05 eV.

Atomic partial charges in e from the Mulliken method, atoms 1 to 8:
1. H 0.246
2. H 0.290
3. O -0.084
4. H 0.231
5. C -0.654
6. H 0.290
7. O 0.118
8. H 0.246



# 9
2 unconnected molecules or ions with the total composition C2H5O4S2 in a non-equilibrium geometry, computed with ωB97M-V/def2-TZVPD.

Structure (ORCA input):
```
! wB97M-V def2-TZVPD RIJCOSX def2/J DEFGRID3
* xyz -1 1
S -0.660 -2.233 0.513
H 0.459 -1.806 1.071
O 1.359 1.818 0.601
H -2.166 0.988 -0.709
O 2.522 -0.043 -0.568
S 1.370 0.405 0.205
C -0.124 0.467 -0.860
H -0.069 -3.004 -0.432
C -1.273 1.028 -0.085
H -1.439 0.456 0.847
O 1.183 -0.426 1.430
O -0.055 0.255 -2.040
H -1.109 2.095 0.027
*
```

The value obtained for the LUMO energy is 3.32 eV. For the HOMO-LUMO gap, the calculation gives 8.77 eV. The energy above the lowest of the compared OMol25 structures with the same formula, charge and spin comes out at 0.5777 eV.

Atomic partial charges in e from the Mulliken method, atoms 1 to 8:
1. S -0.462
2. H 0.302
3. O -0.696
4. H 0.345
5. O -0.659
6. S 1.183
7. C 0.529
8. H 0.139



# 10
A single C2H5OP molecule in a non-equilibrium geometry, computed with ωB97M-V/def2-TZVPD.

Structure (ORCA input):
```
! wB97M-V def2-TZVPD RIJCOSX def2/J DEFGRID3
* xyz 0 1
H -0.730 1.456 -0.469
H 2.966 -0.672 -0.277
H 0.175 -1.378 -0.512
C 0.682 -0.444 -0.109
P 2.147 0.285 0.292
H -0.544 0.944 1.272
H -1.922 -0.681 -0.576
C -0.801 0.594 0.215
O -1.971 -0.105 0.164
*
```

Its SMILES is [H]/P=C/CO. The value obtained for the LUMO energy is 0.12 eV. For the HOMO-LUMO gap, the calculation gives 9.64 eV. The energy above the lowest of the compared OMol25 structures with the same formula, charge and spin comes out at 2.5887 eV.

Atomic partial charges in e from the Mulliken method, atoms 1 to 8:
1. H 0.295
2. H 0.008
3. H 0.197
4. C -0.108
5. P -0.133
6. H 0.267
7. H 0.313
8. C -0.384



# 11
A single C2H5OPS3 molecule in a non-equilibrium geometry, computed with ωB97M-V/def2-TZVPD.

Structure (ORCA input):
```
! wB97M-V def2-TZVPD RIJCOSX def2/J DEFGRID3
* xyz 0 1
H -1.257 0.573 -1.631
H 1.478 0.202 1.769
H -2.277 -0.604 -0.646
P 3.049 0.050 -0.626
H -2.428 2.202 -0.728
C -0.321 -0.391 0.102
S 0.950 0.637 0.571
O 4.045 0.280 0.436
H 0.948 -2.428 0.343
C -1.469 0.069 -0.613
S -0.448 -2.099 0.633
S -2.270 1.508 0.389
*
```

Its SMILES is O=P#[SH]=C(S)CS. The value obtained for the LUMO energy (spin up / spin down) is -1.66 / -1.88 eV. For the HOMO-LUMO gap (spin up / spin down), the calculation gives 5.26 / 4.80 eV. The energy above the lowest of the compared OMol25 structures with the same formula, charge and spin comes out at 4.5042 eV.

Atomic partial charges in e from the Mulliken method, atoms 1 to 8:
1. H 0.267
2. H 0.210
3. H 0.358
4. P 0.500
5. H 0.121
6. C 0.194
7. S -0.170
8. O -0.378



# 12
2 unconnected molecules or ions with the total composition C2H5OS in a non-equilibrium geometry, computed with ωB97M-V/def2-TZVPD.

Structure (ORCA input):
```
! wB97M-V def2-TZVPD RIJCOSX def2/J DEFGRID3
* xyz -1 1
C -0.296 0.938 -0.612
H 1.246 -1.287 2.883
H -1.338 1.182 -0.949
C -0.185 -0.591 -0.608
H 0.431 1.368 -1.346
S 0.758 -0.676 1.808
H -0.973 -1.134 -0.026
H -0.102 1.358 0.347
O 0.459 -1.159 -1.497
*
```

The value obtained for the LUMO energy is 4.34 eV. For the HOMO-LUMO gap, the calculation gives 7.20 eV. The energy above the lowest of the compared OMol25 structures with the same formula, charge and spin comes out at 0.4955 eV.

Atomic partial charges in e from the Mulliken method, atoms 1 to 8:
1. C -0.818
2. H -0.053
3. H 0.226
4. C 0.082
5. H 0.229
6. S -0.749
7. H 0.334
8. H 0.339



no.,energy (eV)
1,-11516.531
2,-6247.132
3,-6244.908
4,-17086.203
5,-27921.649
6,-27922.069
7,-27917.575
8,-10337.643
9,-32016.818
10,-13488.287
11,-45993.387
12,-15038.077